This record from the OMol25 dataset describes a molecular structure, C19H39ClInO9 at a distorted geometry. The level of theory is ωB97M-V with the def2-TZVPD basis set.

The geometry in XYZ format:
```
69
Properties=species:S:1:pos:R:3:forces:R:3
C 5.68598 -0.21285 -1.55190 -0.285 0.117 -0.488
C 4.68635 0.77941 -1.01938 0.355 0.409 0.348
O 4.87377 1.38951 0.01236 -0.302 -0.310 -0.342
O 3.62127 0.92164 -1.81705 0.117 -0.211 0.339
C 2.45770 1.58003 -1.26741 -0.303 0.452 -0.260
C 1.74022 2.32781 -2.38697 0.077 -0.554 0.219
C 0.24080 2.45343 -2.14304 -0.158 0.326 0.036
C -0.12915 2.99484 -0.76077 -0.212 0.260 -0.544
C -1.62863 3.33158 -0.65109 0.276 -0.324 0.465
C -2.49581 2.19461 -0.09551 -0.368 0.659 -0.405
In -4.64672 2.73583 -0.38125 -0.090 -0.438 0.368
Cl -4.81675 3.99448 -2.51323 0.055 -0.022 0.125
C -5.97228 0.91569 -0.52679 0.458 0.839 -0.362
C -6.77794 0.87516 -1.81746 -0.204 -0.437 0.464
C -7.88217 -0.21309 -1.80748 0.095 -0.004 -0.303
O -5.91178 0.66177 -2.93416 -0.258 0.239 -0.102
H 5.83056 -0.98637 -0.80409 0.160 -0.026 0.073
H 6.62213 0.30026 -1.75831 0.139 -0.035 0.216
H 5.34219 -0.66264 -2.47903 -0.074 -0.069 0.005
H 1.82087 0.80642 -0.84109 -0.006 -0.120 0.007
H 2.74244 2.27395 -0.48414 0.180 -0.133 0.163
H 2.18818 3.31643 -2.48159 0.044 0.078 -0.131
H 1.91886 1.77103 -3.30725 0.016 0.108 -0.158
H -0.15975 3.15609 -2.87710 -0.031 -0.029 -0.089
H -0.27529 1.51007 -2.33503 0.084 -0.150 0.094
H 0.13785 2.27220 0.01110 0.094 0.080 0.190
H 0.44284 3.91794 -0.61381 0.193 -0.068 0.158
H -1.72352 4.17452 0.03772 -0.113 0.114 -0.053
H -1.99090 3.68398 -1.61769 -0.017 0.009 -0.098
H -2.25818 1.23883 -0.56713 0.023 -0.094 -0.011
H -2.30553 2.13144 0.97774 -0.002 -0.280 0.069
H -5.20267 3.83987 0.89993 0.032 -0.015 -0.141
H -5.30392 0.04819 -0.49772 -0.154 -0.239 0.173
H -6.62730 0.90712 0.34445 -0.033 -0.142 0.069
H -7.25928 1.84116 -1.96612 0.120 0.096 -0.282
H -8.87541 0.22262 -1.92584 -0.092 -0.006 0.148
H -7.84907 -0.82806 -0.90966 -0.037 0.053 0.126
H -7.72925 -0.87233 -2.66309 -0.019 -0.032 -0.058
H -5.28975 -0.00591 -2.64386 0.283 -0.139 0.008
C 12.71114 -1.26592 0.20807 -0.059 0.171 0.045
C 11.60953 -2.22896 0.59519 0.227 -0.164 -0.160
O 10.70366 -1.64708 1.54158 0.026 -0.028 0.050
C 9.79650 -0.81764 1.02195 -0.079 -0.080 0.099
O 9.66756 -0.55732 -0.14577 0.015 0.055 -0.132
O 9.05183 -0.34658 2.01477 -0.027 0.043 0.050
C 8.04983 0.59654 1.60784 -0.162 0.130 0.025
H 13.22257 -0.89661 1.09777 0.041 -0.068 0.005
H 13.43851 -1.76363 -0.43354 0.002 -0.026 0.006
H 12.30763 -0.40880 -0.32918 -0.028 -0.040 -0.042
H 12.02388 -3.09966 1.10023 -0.060 0.026 0.104
H 11.05739 -2.57575 -0.27769 -0.058 0.091 -0.003
H 7.43392 0.19487 0.80933 0.034 0.014 -0.047
H 8.52009 1.52385 1.28593 -0.005 -0.022 -0.088
H 7.42940 0.78836 2.47695 0.072 -0.076 0.072
C -5.16493 -4.70461 3.02670 -0.169 -0.062 -0.067
C -5.18722 -3.19336 2.93849 0.254 -0.081 0.184
O -6.14779 -2.73345 1.98129 0.065 -0.023 -0.079
C -7.41152 -2.71842 2.38950 0.046 0.149 -0.070
O -7.81364 -3.03139 3.48120 -0.053 -0.078 0.094
O -8.15900 -2.27983 1.38047 -0.043 -0.030 -0.041
C -9.55744 -2.21851 1.65285 -0.148 0.059 -0.058
H -5.00847 -5.13963 2.03885 0.079 0.019 0.004
H -4.35990 -5.03134 3.68540 0.022 0.018 -0.003
H -6.10728 -5.08640 3.41815 0.006 0.039 0.049
H -4.23145 -2.81757 2.57939 -0.054 0.058 -0.099
H -5.38596 -2.73814 3.90816 -0.108 -0.016 -0.008
H -9.75306 -1.64723 2.55757 0.028 -0.042 0.046
H -9.96859 -3.22267 1.75143 0.008 0.001 0.076
H -10.00814 -1.71973 0.79990 0.080 0.001 -0.047
```
Positions in Å, forces in eV/Å.

As for the gap between HOMO and LUMO: 6.6 eV. For the highest occupied orbital energy, the calculation gives -4.612 eV. Its lowest unoccupied orbital energy is 1.959 eV. As for the total charge: -1.

This record from the OMol25 dataset describes a molecular structure, C19H39F3O9PTa at a distorted geometry. The level of theory is ωB97M-V with the def2-TZVPD basis set.

The geometry in XYZ format:
```
72
Properties=species:S:1:pos:R:3:forces:R:3
Ta -0.32235 -0.98573 0.00794 -2.015 0.820 3.265
C -2.46668 1.75950 0.03311 0.108 0.435 0.519
C -2.59016 1.25092 1.45227 -0.596 0.118 -0.340
O -1.43829 0.46627 1.80100 0.741 -1.168 -1.356
C -0.50554 1.12523 2.68362 0.426 0.238 0.344
C 0.51927 0.11769 3.08982 -0.381 0.152 0.396
O 1.24338 -0.26567 1.89768 -1.179 -0.386 -1.623
C 2.37250 -1.13051 2.11647 0.571 -0.350 -0.181
C 1.93771 -2.55612 2.25003 0.202 0.237 0.410
O 1.16108 -2.87019 1.08251 -0.806 1.352 -1.057
C 0.49162 -4.13952 1.18641 -0.348 -0.537 -0.212
C -0.76557 -4.01680 2.02342 0.395 -0.165 0.131
O -1.36867 -2.74256 1.73031 0.662 0.860 -0.895
C -2.80123 -2.72806 1.80810 -0.485 0.170 0.068
C -3.34373 -2.88683 0.41830 0.048 -0.471 0.331
O -2.84879 -1.79607 -0.38361 1.528 0.545 0.456
C -3.85081 -0.92443 -0.91503 -0.162 0.348 -0.266
C -3.12006 0.14334 -1.68024 -0.281 -0.409 -0.471
O -2.07224 0.71827 -0.87681 1.479 -1.173 0.519
H -1.69370 2.51943 -0.03431 -0.024 0.032 -0.020
H -3.42170 2.19151 -0.27000 0.048 -0.033 -0.175
H -3.46650 0.61716 1.58726 0.071 -0.032 0.044
H -2.68444 2.10768 2.12103 0.038 -0.073 0.091
H -1.02737 1.48140 3.57405 -0.128 -0.057 -0.064
H -0.04031 1.96494 2.16577 -0.079 0.022 -0.002
H 0.04148 -0.75231 3.54650 0.097 -0.043 -0.019
H 1.20328 0.57708 3.80676 0.151 -0.085 -0.104
H 2.92994 -0.82201 3.00228 -0.060 0.168 -0.030
H 3.00402 -1.02021 1.23400 0.024 0.077 0.054
H 1.34645 -2.72147 3.15339 -0.043 -0.049 -0.049
H 2.82347 -3.19514 2.28264 -0.075 -0.089 -0.064
H 1.16087 -4.87991 1.62809 0.111 0.065 -0.088
H 0.27049 -4.44910 0.16583 -0.002 0.028 0.029
H -0.56552 -4.06273 3.09540 -0.066 0.026 -0.011
H -1.43104 -4.83951 1.75730 -0.073 0.045 0.033
H -3.07893 -1.76412 2.23728 -0.051 -0.051 0.028
H -3.17070 -3.51824 2.46237 0.108 0.001 0.063
H -4.43385 -2.90092 0.44128 -0.007 0.114 -0.187
H -2.98259 -3.80917 -0.04087 -0.117 -0.017 -0.037
H -4.47206 -0.51776 -0.11302 0.037 -0.071 0.033
H -4.48660 -1.47520 -1.61313 -0.001 -0.072 0.064
H -3.81327 0.91656 -2.01275 0.129 0.101 0.010
H -2.62414 -0.28026 -2.55350 -0.022 0.044 -0.019
C 4.47189 2.16202 -1.28459 -0.149 -0.075 -0.127
C 3.74385 1.14616 -0.44704 0.598 0.213 0.073
O 2.54281 0.58964 -1.15981 -0.579 -0.192 -0.099
P 1.07309 1.06785 -1.16705 -0.087 0.170 0.401
O 0.78735 2.18778 -0.12240 -0.012 -0.323 -0.166
C 1.16174 3.64022 -0.35574 0.030 0.514 0.068
C -0.02353 4.53636 -0.13169 -0.020 -0.163 0.009
O 0.54972 1.56705 -2.51750 0.142 -0.476 0.555
C 0.93539 1.45996 -3.96967 0.087 0.101 -0.783
C 2.38988 1.73056 -4.22130 0.064 -0.032 0.308
H 5.37705 2.45146 -0.74730 -0.017 0.005 0.057
H 3.88300 3.06292 -1.45586 0.015 0.013 0.003
H 4.78321 1.74180 -2.23854 0.009 -0.004 -0.004
H 3.41076 1.55746 0.50604 -0.163 -0.084 -0.035
H 4.36327 0.26764 -0.28515 -0.089 -0.038 0.017
H 1.53788 3.74167 -1.37210 0.037 -0.169 0.000
H 1.95678 3.83281 0.36095 0.034 -0.097 -0.029
H -0.80518 4.36903 -0.87229 -0.016 0.023 -0.010
H 0.31059 5.56926 -0.24747 0.034 -0.002 -0.003
H -0.42211 4.44450 0.87930 -0.014 -0.001 0.009
H 0.29510 2.21110 -4.42625 -0.024 -0.008 0.110
H 0.62795 0.47886 -4.32108 -0.042 -0.011 0.197
H 2.68823 2.71495 -3.86053 -0.004 0.020 -0.042
H 2.55604 1.70958 -5.29932 -0.083 0.020 -0.029
H 3.02802 0.96575 -3.78181 0.023 -0.017 -0.036
F 0.15087 -1.23446 -2.80737 0.041 0.110 -0.044
C -0.27433 -2.13777 -1.90253 0.117 0.114 -0.111
F 0.66571 -3.06646 -1.76564 0.201 -0.077 0.154
F -1.38380 -2.67410 -2.33520 -0.105 -0.200 -0.061
```
Positions in Å, forces in eV/Å.

As for the gap between HOMO and LUMO: 6.4 eV. For the highest occupied orbital energy, the calculation gives -22.311 eV. Its energy above the lowest of the compared OMol25 structures with the same formula, charge and spin is 3.7209 eV. Its lowest unoccupied orbital energy is -15.919 eV. As for the total charge: +4.

This record from the OMol25 dataset describes a molecular structure, C19H39MnNO2P2 at a distorted geometry. The level of theory is ωB97M-V with the def2-TZVPD basis set.

The geometry in XYZ format:
```
64
Properties=species:S:1:pos:R:3:forces:R:3
Mn 0.35228 -0.22035 -0.64476 0.710 1.865 -0.468
P -0.46909 -2.07178 -2.11547 0.386 -0.014 -0.126
P 1.19729 1.46639 1.26883 -0.652 -1.272 -0.957
N 1.72181 0.15987 -1.69845 -3.001 -1.507 2.961
H -0.95884 0.74138 -1.01324 0.796 -0.391 -0.214
C -1.81968 -1.72149 -3.30550 0.038 0.137 0.029
H -2.01418 -2.60113 -3.93589 0.063 0.209 0.192
H -1.51774 -0.88089 -3.94362 -0.097 -0.179 0.165
H -2.73630 -1.44308 -2.77090 0.228 -0.063 -0.150
C -0.99896 -3.62781 -1.31860 -0.007 -0.006 0.060
H -1.33426 -4.35860 -2.06458 0.086 0.132 0.124
H -1.78996 -3.42357 -0.59114 0.146 -0.112 -0.232
H -0.14636 -4.03217 -0.76221 -0.149 0.022 -0.088
C 0.88837 -2.62863 -3.20568 -0.131 -0.025 -0.036
H 0.55526 -3.45558 -3.84765 0.138 0.182 0.108
H 1.72965 -2.95358 -2.58116 -0.162 0.080 -0.179
H 1.22182 -1.78259 -3.81793 -0.018 -0.193 0.114
C 0.31732 3.06263 1.14634 0.061 0.127 -0.152
H 0.71480 3.74578 1.90301 -0.081 0.095 -0.118
H -0.75953 2.91482 1.29553 0.744 0.211 -0.051
H 0.44886 3.48560 0.14572 0.212 -0.023 0.150
C 1.18975 0.91078 3.00095 0.432 -0.386 0.575
H 1.50274 1.68521 3.70950 0.512 -0.127 -0.153
H 1.79559 0.00428 3.05208 0.631 0.278 0.150
H 0.22632 0.54188 3.35795 0.184 0.240 -0.348
C 2.94595 1.82986 0.96359 -0.072 0.409 0.193
H 3.28376 2.55039 1.70255 0.344 0.158 0.072
H 3.08545 2.22448 -0.03754 -0.015 0.074 -0.144
H 3.52176 0.91224 1.04543 0.024 -0.087 0.070
C 2.76615 0.33078 -2.46260 1.998 0.729 -1.877
C 3.85077 1.37277 -4.42132 0.323 -0.154 0.033
C 2.73464 1.19365 -3.62340 -0.454 -0.241 0.570
C 4.02576 -0.32880 -2.19770 -0.756 0.004 0.334
C 5.13019 -0.13123 -3.00846 -0.018 0.209 -0.306
C 5.05754 0.71696 -4.12536 -0.206 -0.031 0.153
H 3.79212 2.03486 -5.29508 0.014 -0.300 0.405
H 1.78481 1.70520 -3.84569 0.540 -0.264 0.112
H 4.07696 -0.99645 -1.32380 -0.026 0.363 -0.451
H 6.07141 -0.64551 -2.77414 -0.441 0.232 -0.100
H 5.92853 0.86514 -4.75579 -0.112 -0.018 0.081
C -2.28295 -1.20026 1.20513 0.833 -3.798 -1.929
O -1.18798 -1.63784 0.76651 -0.786 1.113 0.966
C -3.28663 -0.89877 0.10812 0.050 0.209 -0.551
H -4.27174 -0.58198 0.48024 0.396 -0.275 -0.460
H -3.34981 -1.82802 -0.48060 -0.250 0.048 0.453
H -2.83845 -0.16616 -0.59730 -0.575 -0.702 0.449
C -2.76110 -1.63210 2.55726 0.051 -0.296 0.353
H -3.36427 -0.88253 3.06828 0.002 -0.211 -0.139
H -1.90711 -1.91051 3.18540 -0.412 0.238 -0.344
H -3.37783 -2.53260 2.44656 -0.110 -0.025 -0.429
C -1.87308 1.90614 3.18792 -0.940 2.579 0.547
C -1.90606 0.96736 2.06988 3.317 2.530 1.156
C -1.49609 -0.02654 4.51681 0.108 -0.923 0.372
C -2.94927 1.46590 1.19190 -1.183 -2.787 -1.449
O -0.78708 0.67632 1.55918 -1.289 -1.065 -1.315
H -2.71635 1.74852 3.85730 0.395 0.314 0.448
H -2.07821 2.91437 2.75767 0.053 0.201 0.178
H -0.88316 1.99168 3.56691 0.075 0.017 0.919
H -2.56898 -0.12450 4.75883 0.610 -0.028 0.102
H -0.94290 -0.97870 4.53505 -0.209 0.215 0.321
H -0.99201 0.76996 5.09184 -0.326 -0.616 -0.059
H -3.05211 2.45299 1.39330 -0.302 3.035 0.509
H -2.64101 1.34534 0.16735 -0.485 0.017 -0.147
H -3.85855 1.01024 1.50270 -1.237 -0.151 -0.454
```
Positions in Å, forces in eV/Å.

As for the gap between HOMO and LUMO (alpha / beta): 4.5 / 5.4 eV. For the highest occupied orbital energy (alpha / beta), the calculation gives -5.501 / -5.620 eV. Its spin multiplicity is 4. Its lowest unoccupied orbital energy (alpha / beta) is -0.971 / -0.244 eV.